Record 1
66
Properties=species:S:1:pos:R:3:mulliken_charge:R:1 method="wB97M-V/def2-TZVPD" smiles="CCCCOc1c([PH2]=S)cc2c(COC)[n+](-c3ccccn3)cc(N=C(C)C)c2c1OCC" energy_ev=-57185.838 largest_force_ev_per_a=3.3 charge=+1 lumo_ev=-3.957 relative_energy_kj_mol=0.00 homo_energy_ha=-0.399 multiplicity=1
S -2.9180 3.9167 -2.5341 -0.395
P -1.2275 3.1229 -3.1566 0.212
O 1.5903 1.7527 -2.9095 -0.541
O 2.2689 -0.5996 -1.1691 -0.259
O -4.5543 -0.2534 -0.8506 -0.367
N 1.4383 -2.3588 0.8387 -0.569
N -3.7575 -1.5985 3.2355 -0.436
N -2.2796 -1.6762 1.3372 0.444
C -5.6072 0.7119 -1.1137 -0.628
C 4.0756 -1.6799 -2.3830 -1.036
C 0.7011 1.1108 -2.0755 0.028
C -4.0068 0.0080 0.4466 -1.035
C 4.9032 4.3569 -0.6495 -1.100
C -2.5740 -0.6168 0.5210 0.894
C -1.7834 1.1034 -1.2551 -0.693
C 2.7869 2.1946 -2.2203 -0.022
C -0.0792 -0.5730 -0.3251 1.485
C 1.0043 -0.0292 -1.1984 0.076
C 3.6678 -1.9503 1.9322 -1.164
C -4.6464 -2.2662 4.0340 -0.215
C -0.9655 -2.2216 1.4306 -0.236
C -4.5716 -4.4291 2.7405 -0.419
C 1.5483 -0.4386 2.5205 -1.085
C -1.4825 -0.0301 -0.3344 0.010
C -3.2795 -2.3435 2.2007 -0.232
C -5.1128 -3.6560 3.8914 -0.486
C -0.7133 1.6532 -2.0849 0.439
C 2.5372 3.1795 -1.0117 -0.451
C 0.1528 -1.7242 0.6491 -0.464
C 2.4992 -1.4606 -2.3188 -0.270
C 2.1315 -1.6541 1.6911 0.914
C -3.6005 -3.7305 1.8543 -0.404
C 3.8967 3.2358 -0.1548 -0.463
H -3.1225 -4.2409 0.9766 0.393
H -2.8338 1.4939 -1.2731 -0.100
H 4.2495 -1.4477 1.1138 0.228
H 2.3540 -0.0391 3.2070 0.426
H -6.0236 0.4493 -2.1312 0.251
H -5.8203 -4.1243 4.6165 0.363
H 3.5735 3.4080 0.9184 0.357
H 2.0486 -2.4852 -2.1416 0.284
H -3.8808 1.1256 0.6181 0.450
H 4.6688 5.3146 -0.0986 0.288
H 1.2752 0.4393 1.8573 0.210
H 4.4300 2.2388 -0.1440 0.225
H -6.4345 0.6677 -0.3522 0.307
H 5.9483 4.0517 -0.3466 0.347
H 3.8837 -3.0422 2.0552 0.300
H 4.7893 4.4500 -1.7613 0.286
H -0.7772 -3.0923 2.1151 0.513
H -5.1759 1.7579 -1.2154 0.235
H 3.3874 2.7742 -2.9861 0.349
H 4.3864 -2.2418 -3.3014 0.380
H -0.1920 4.1001 -2.9984 0.104
H 3.4592 1.3674 -1.8695 -0.195
H 2.3641 4.2277 -1.4048 0.376
H 4.3446 -2.3363 -1.5008 0.264
H 2.0920 -1.0237 -3.2764 0.344
H 3.9496 -1.4597 2.9121 0.396
H 4.6172 -0.7034 -2.2395 0.209
H -5.0570 -1.6913 4.9113 0.368
H -4.8229 -5.4951 2.5353 0.394
H 0.6595 -0.7347 3.1512 0.279
H -4.6836 -0.3601 1.2763 0.430
H -1.4417 2.7436 -4.5098 0.152
H 1.7422 2.8523 -0.2918 0.252



Record 2
66
Properties=species:S:1:pos:R:3:mulliken_charge:R:1 method="wB97M-V/def2-TZVPD" energy_ev=-39488.903 largest_force_ev_per_a=1.1 charge=+1 lumo_ev=-4.514 relative_energy_kj_mol=9.63 homo_energy_ha=-0.354 multiplicity=1
O 4.6104 -3.3530 -2.6754 -0.448
O 3.9474 -2.6813 -0.6782 -0.398
N 0.5086 -0.7166 -3.5934 0.055
N 1.3029 1.7875 1.3881 0.139
N -1.7001 1.2504 -0.3338 0.517
N 0.4085 -6.3070 1.6607 0.057
N 2.0614 3.3769 -2.0093 -0.447
N -3.5612 2.1378 4.0956 0.205
C 2.7805 -0.7011 -2.9966 0.019
C 2.9519 2.1515 -3.9255 -1.171
C -4.2631 3.2720 4.4009 -0.422
C 3.8279 -2.7759 -2.0115 0.067
C 0.3646 -2.0007 -3.2185 -0.849
C 0.8256 0.7331 2.1255 -0.829
C -5.0840 1.5489 5.5886 -0.547
C 1.7301 -5.2594 0.2344 -0.045
C 3.2537 2.6662 -2.5194 -0.453
C 0.5819 -4.4514 0.4814 -0.012
C -2.4434 0.2779 0.2777 -0.580
C 1.6763 -0.0370 -3.5185 0.107
C 1.5887 -6.3980 0.9806 -0.926
C -0.1936 1.2014 2.9071 -0.369
C -3.7623 1.4437 -1.1169 -0.482
C -3.7295 0.3740 -0.1800 -0.589
C 1.4437 -2.6887 -2.7075 -0.171
C 2.6665 -2.0225 -2.5912 0.120
C -0.3309 2.5911 2.6384 -0.441
C -5.2165 2.9391 5.3251 -0.513
C -4.0544 1.0838 4.8157 -0.350
C -2.4977 1.9671 -1.1864 -0.723
C 1.6482 1.3732 -4.0084 -0.713
C -0.2132 -5.1292 1.3672 -0.900
C 0.6135 2.9294 1.7099 -0.729
H 0.3616 -3.4821 0.0591 0.473
H -4.0258 4.2140 3.9368 0.355
H 3.0893 -2.5818 -0.2407 0.328
H 1.3511 1.3159 -5.0587 0.495
H 1.2429 -0.2541 2.0220 0.467
H -4.5556 -0.2454 0.1254 0.445
H 2.0464 1.7221 0.7192 0.131
H 2.2224 4.3707 -2.1202 0.261
H -2.1018 2.7888 -1.7591 0.473
H 2.2260 -7.2586 1.0848 0.407
H 3.7903 1.6122 -4.3589 0.405
H -0.3078 -0.2310 -3.9454 0.315
H -1.9922 -0.3884 0.9928 0.480
H -1.0419 3.2702 3.0786 0.605
H 2.0259 3.2357 -1.0075 0.041
H 4.1110 3.3330 -2.5947 0.411
H -1.1602 -4.8735 1.8096 0.410
H -4.6198 1.7969 -1.6643 0.440
H 0.8533 1.9203 -3.5052 0.485
H -0.7835 0.6120 3.5900 0.545
H 3.7234 -0.1892 -2.9170 0.617
H 1.3473 -3.7186 -2.4007 0.720
H -3.6330 0.0979 4.7172 0.350
H -5.9301 3.6155 5.7642 0.392
H 3.5558 1.8638 -1.8481 0.312
H 2.5663 -5.0392 -0.4103 0.344
H 0.8426 3.8730 1.2443 0.392
H 2.8190 3.0279 -4.5555 0.424
H -2.8041 2.0845 3.4407 0.162
H -5.6769 0.9599 6.2678 0.395
H -0.6087 -2.4514 -3.3139 0.435
H 0.0495 -7.0067 2.2852 0.200
H -0.7253 1.4223 -0.1637 0.103



Record 3
71
Properties=species:S:1:pos:R:3:mulliken_charge:R:1 method="wB97M-V/def2-TZVPD" energy_ev=-54250.509 largest_force_ev_per_a=0.3 charge=+3 lumo_ev="-10.211 / -11.286" relative_energy_kj_mol=0.00 homo_energy_ha="-0.618 / -0.618" multiplicity=2
Sn 0.0028 -0.3048 -0.8351 0.606
Si -1.6944 -3.7125 2.6305 0.142
N 0.0760 -3.6994 2.2067 -0.102
N -0.4362 4.9390 -2.8434 -0.829
N -1.3539 2.3940 -1.7510 0.806
N 0.3658 2.7182 0.0238 0.690
N 1.1463 0.8164 -2.3307 -0.658
N -1.5741 1.0621 -1.5219 -0.461
N 0.2087 4.4446 -1.8528 0.799
N 1.1011 2.1775 -2.3311 1.273
N 0.5344 1.4318 0.4450 -0.361
C 3.2877 -5.9831 3.2274 -0.030
C -3.4719 -0.5391 -1.5833 -1.030
C 2.0847 -6.2075 3.9228 -1.044
C -0.4807 7.0705 -4.1127 -1.146
C 0.9874 -5.4732 3.5967 0.379
C 1.1050 6.4813 -2.1225 -0.953
C -2.1642 -4.5253 4.2330 -1.177
C 1.1960 5.3574 -1.3804 -0.353
C 1.0555 -4.4531 2.5479 0.255
C 2.0618 2.6320 -3.1566 0.192
C -2.2338 -1.9347 2.5385 -0.647
C 0.7198 2.7774 2.2118 -1.680
C 2.4582 -1.0038 -3.3848 -1.359
C -2.8787 0.8202 -1.7149 0.523
C 3.4174 -5.0286 2.1994 -0.809
C 1.0227 0.2209 2.5565 -0.911
C -2.5281 2.9674 -2.0692 0.323
C 0.0620 6.2374 -3.0479 0.570
C 2.7357 1.5634 -3.6989 -1.404
C 2.3332 -4.2839 1.8588 -0.022
C -3.5153 2.0103 -2.0635 -1.522
C 0.7575 1.4560 1.7662 0.605
C 0.4598 3.5310 1.0900 0.154
C -2.2888 -4.6785 1.1515 -0.979
C 2.1325 0.4304 -3.1512 0.480
B 0.0598 2.9307 -1.4782 -0.259
H 0.0463 -5.6256 4.1051 0.317
H -2.7796 -1.2554 -1.1386 0.020
H -4.3657 -0.5007 -0.9620 0.377
H 0.5985 0.3178 3.5542 0.390
H 2.3643 -3.5442 1.0697 0.537
H -0.4449 8.1276 -3.8487 0.396
H -3.7664 -0.9195 -2.5618 0.319
H -1.8879 -1.3313 3.3791 0.330
H -1.5339 -4.2473 5.0796 0.416
H -3.3260 -1.9079 2.5546 0.429
H 1.6215 -1.6578 -3.1389 0.303
H -1.9033 -1.4603 1.6102 -0.107
H -2.0187 -4.2046 0.2078 0.306
H 2.0978 0.0711 2.6677 0.277
H 1.6850 7.3842 -2.0267 0.512
H -3.1817 -4.2175 4.4868 0.389
H 4.1556 -6.5768 3.4933 0.427
H 2.0465 -6.9597 4.6983 0.453
H 1.8664 5.0805 -0.5838 0.732
H 2.7067 -1.1642 -4.4323 0.396
H -2.1738 -5.6132 4.1407 0.400
H -3.3794 -4.7406 1.1997 0.367
H -2.5966 4.0171 -2.2884 0.582
H -4.5586 2.1505 -2.2861 0.486
H 4.3677 -4.9112 1.6983 0.426
H 0.8516 3.1326 3.2190 0.484
H 0.1646 6.9552 -4.9986 0.308
H 0.3039 4.5944 1.0085 0.782
H -1.4827 6.7590 -4.3996 0.373
H -1.9076 -5.7005 1.1538 0.380
H 0.5971 -0.6700 2.0906 -0.103
H 3.3249 -1.3031 -2.7939 0.287
H 2.2091 3.6852 -3.3294 0.461
H 3.5478 1.5936 -4.4041 0.486



The highest multiplicity belongs to which entry?
C25H34BN9SiSn